The following is a DFT calculation (ωB97M-V/def2-TZVPD) of a structure of composition C20H24BrOOsP2 at a distorted geometry.

Properties
* highest occupied orbital energy (spin up / spin down): -18.26 / -18.26 eV
* relative energy (zero: lowest compared OMol25 entry of this formula, charge and spin): 0.00 kJ/mol
* charge: +3

CARTESIAN COORDINATES (ANGSTROEM)
Os (0.416, -1.077, -1.461)
Br (2.988, -1.020, -1.694)
C (3.259, -0.932, 0.165)
C (4.563, -0.868, 0.655)
C (4.766, -0.831, 2.026)
C (3.673, -0.870, 2.879)
C (2.365, -0.954, 2.369)
C (1.276, -1.053, 3.244)
C (-0.037, -1.228, 2.764)
C (-0.272, -1.287, 1.421)
C (0.769, -1.100, 0.434)
C (2.132, -0.979, 0.959)
H (5.406, -0.854, -0.024)
H (5.772, -0.784, 2.421)
H (3.821, -0.833, 3.951)
H (1.456, -1.041, 4.314)
H (-0.857, -1.325, 3.463)
H (-1.281, -1.495, 1.102)
C (-2.516, -0.190, -2.927)
P (-1.882, -0.754, -1.319)
C (-2.965, -2.167, -0.965)
C (-2.117, 0.576, -0.133)
C (-3.196, 0.701, 0.730)
C (-3.225, 1.744, 1.651)
C (-2.193, 2.669, 1.693)
C (-1.110, 2.553, 0.825)
C (-1.067, 1.508, -0.089)
P (0.273, 1.369, -1.310)
C (-0.198, 2.555, -2.590)
C (1.763, 2.046, -0.559)
H (-3.592, -0.025, -2.839)
H (-2.351, -0.968, -3.675)
H (-2.053, 0.726, -3.269)
H (-3.791, -1.884, -0.313)
H (-2.422, -2.989, -0.501)
H (-3.389, -2.516, -1.907)
H (-4.033, 0.015, 0.689)
H (-4.057, 1.826, 2.338)
H (-2.232, 3.492, 2.394)
H (-0.316, 3.287, 0.875)
H (-1.143, 2.320, -3.064)
H (0.574, 2.630, -3.357)
H (-0.290, 3.510, -2.068)
H (1.647, 3.122, -0.425)
H (2.611, 1.890, -1.227)
H (1.962, 1.572, 0.398)
O (0.329, -3.011, -2.530)
H (0.623, -3.810, -2.069)
H (0.139, -3.267, -3.446)